98
Properties=species:S:1:pos:R:3:forces:R:3 method="wB97M-V/def2-TZVPD" homo_energy_ev=-9.1 lumo_energy_ha=-0.039 gap_ev=8.05 largest_force_ha_per_bohr=0.067
C -0.154350 1.235874 1.587940 -0.3 -0.2 0.5
C -0.819980 0.563120 0.323071 1.5 -0.3 -0.2
C -0.519868 1.344373 -1.045274 -2.0 -0.6 1.4
I 1.592281 1.857339 -1.007816 -0.5 -0.2 -0.3
C -1.476615 2.569549 -1.165881 -0.8 1.5 -0.4
C -2.659402 2.752335 -0.303783 0.5 2.0 -2.0
C -3.518097 3.935634 -0.483543 0.4 0.2 -0.2
C -4.822972 4.148307 0.386204 0.5 -1.0 -0.9
C -5.423893 2.800480 0.930657 -0.6 0.4 0.4
C -6.195969 1.956250 -0.150284 -1.1 -0.9 0.8
C -6.121590 0.393692 0.152951 0.8 0.3 -0.7
C -4.638900 -0.071541 -0.152197 -0.7 -0.2 0.8
C -4.486864 -1.592358 -0.527668 1.2 0.4 -0.1
C -4.253903 -1.860547 -2.060640 -0.1 -0.7 0.6
O -3.385014 -0.889200 -2.676563 -1.1 -0.1 -0.5
C -4.012747 -0.311090 -3.832513 0.2 0.4 -0.5
C -3.241002 4.985747 -1.459148 1.9 -1.7 -0.5
C -2.082482 4.813567 -2.306941 -0.5 -1.8 1.7
C -1.249748 3.610916 -2.153490 -0.9 1.1 -0.1
C -0.178202 3.785852 -3.261322 -0.7 0.5 1.7
O 0.509198 3.008107 -3.858528 -0.4 0.1 0.2
N -0.153601 5.221418 -3.557610 -1.5 -1.0 -2.9
C -1.501532 5.714607 -3.434587 -0.6 -1.5 2.9
O -2.071565 6.590459 -4.015575 0.7 -0.2 -0.2
H 0.866980 0.791652 1.732487 -0.9 0.7 -0.2
H -0.076573 2.351625 1.506033 0.0 -1.0 -0.1
H -0.706495 1.033132 2.545629 0.3 0.0 -1.0
H -1.903035 0.330571 0.452947 0.9 0.4 -0.3
H -0.296593 -0.427484 0.195060 -0.7 0.8 0.1
H -0.764121 0.599872 -1.852036 0.7 1.0 0.4
H -2.941962 2.012212 0.465653 0.4 0.7 -0.7
H -5.575325 4.560883 -0.344930 0.6 -0.1 1.0
H -4.628640 4.879700 1.213440 -0.2 -0.6 -0.8
H -6.184423 3.090994 1.712389 0.8 -0.4 -0.7
H -4.682372 2.157997 1.477177 -0.5 0.7 -0.6
H -5.877721 2.144659 -1.205379 0.0 -0.1 0.9
H -7.294045 2.208006 -0.084032 1.1 0.1 -0.2
H -6.401020 0.155069 1.212084 0.2 0.4 -0.8
H -6.837705 -0.185264 -0.496332 0.6 0.7 0.5
H -4.041657 0.092849 0.787899 -0.5 -0.1 -0.9
H -4.225218 0.625582 -0.925488 -0.2 -1.0 0.5
H -3.563184 -1.961853 0.001614 -0.9 0.2 -0.5
H -5.331416 -2.223431 -0.154576 0.5 0.6 -0.3
H -5.242243 -1.939235 -2.594357 0.9 0.2 0.4
H -3.734113 -2.858336 -2.137260 -0.6 0.8 -0.1
H -4.730628 0.513073 -3.549932 0.5 -0.8 -0.2
H -3.239306 0.137250 -4.514615 -0.5 -0.4 0.9
H -4.540680 -1.096742 -4.431494 0.3 0.6 0.5
H -3.853606 5.900374 -1.597915 0.3 -0.9 0.4
H -0.056971 5.175452 -4.589100 1.1 0.8 0.5
O 1.923551 -3.244850 8.889670 -0.1 0.0 -0.1
C 1.304401 -2.776009 7.954507 0.4 -0.2 0.5
C 1.985836 -1.923113 6.948461 0.1 0.1 -0.2
C 3.350703 -1.677049 7.068288 0.2 0.1 -0.1
C 4.003753 -0.913666 6.111679 -0.1 0.0 0.0
C 3.296935 -0.393919 5.030608 -0.1 0.0 0.1
C 1.933746 -0.622566 4.917167 0.2 0.1 -0.1
C 1.272846 -1.381836 5.877582 0.2 0.0 0.1
C -0.189352 -1.604361 5.754628 -0.3 0.3 -0.5
O -0.820083 -1.087682 4.851262 0.1 -0.1 0.1
C -0.867125 -2.473395 6.748694 -0.1 -0.1 0.1
C -2.231561 -2.720682 6.626094 -0.2 -0.1 0.1
C -2.868190 -3.557711 7.530295 0.1 0.0 0.0
C -2.144518 -4.151821 8.560655 0.1 0.1 -0.1
C -0.787580 -3.896812 8.694751 -0.2 -0.1 0.1
C -0.145203 -3.053105 7.793070 -0.2 0.0 -0.1
H 3.905598 -2.084056 7.904962 -0.2 -0.1 0.0
H 5.067240 -0.726819 6.204197 -0.1 0.0 0.0
H 3.810713 0.191836 4.277285 0.0 0.0 0.0
H 1.386413 -0.211849 4.076906 -0.1 -0.1 0.1
H -2.797523 -2.264212 5.822962 0.2 0.0 0.0
H -3.929761 -3.752139 7.430900 0.1 0.0 0.0
H -2.641410 -4.813127 9.260880 0.0 0.0 0.0
H -0.229707 -4.359158 9.500249 0.1 0.1 -0.1
O 7.874146 -0.309815 -3.190920 -0.1 -0.1 -0.1
C 7.006939 -0.755418 -3.918187 0.4 0.3 0.4
C 7.203914 -2.047579 -4.623359 0.0 -0.2 -0.1
C 8.383398 -2.761564 -4.431269 0.1 -0.2 0.0
C 8.560357 -3.987871 -5.054550 -0.1 0.1 0.0
C 7.559674 -4.507285 -5.871341 0.0 0.1 0.0
C 6.390200 -3.791085 -6.079057 0.1 -0.2 -0.1
C 6.210928 -2.556935 -5.461162 0.2 -0.1 0.1
C 4.962715 -1.790478 -5.704684 -0.5 -0.2 -0.4
O 4.121725 -2.209505 -6.477022 0.1 0.0 0.1
C 4.757502 -0.509562 -4.984544 0.0 0.1 0.1
C 3.576413 0.203080 -5.174849 -0.1 0.2 0.1
C 3.359527 1.384815 -4.481739 0.0 0.0 -0.1
C 4.322051 1.859739 -3.594708 0.1 -0.2 -0.1
C 5.506347 1.160403 -3.412736 -0.1 0.2 0.1
C 5.730946 -0.023489 -4.110239 -0.2 0.0 0.0
H 9.162371 -2.363516 -3.792201 -0.2 0.1 0.0
H 9.477525 -4.544380 -4.900300 0.0 0.0 0.0
H 7.694139 -5.471391 -6.347808 0.0 0.1 0.0
H 5.616104 -4.196465 -6.719542 0.0 0.2 0.1
H 2.822840 -0.165430 -5.860394 0.1 -0.1 0.0
H 2.438565 1.935545 -4.627593 0.1 0.0 0.1
H 4.147526 2.778490 -3.046345 0.0 0.0 0.0
H 6.253314 1.536300 -2.723631 0.1 -0.2 -0.1